Molecular formula: C6H6O2
Method: DFT, ωB97M-V/def2-TZVPD

XYZ file:
```
14
Properties=species:S:1:pos:R:3:mulliken_charge:R:1
C -1.15382 -0.62643 0.02990 0.280
C -1.49811 0.93940 -0.29078 -0.129
C -0.49577 1.74797 0.03956 -0.473
C 0.68151 0.79789 0.45954 0.222
C 2.00204 0.18929 0.19754 -0.550
C 0.27339 -0.38504 -0.43407 -0.057
H -2.59381 1.20122 -0.90918 0.227
H -0.55759 2.82790 -0.13568 0.371
H 0.72898 0.46722 1.44280 0.218
H 2.54614 -0.08766 1.37226 0.238
H 2.91338 0.80715 -0.41486 0.215
H 0.12595 -0.16117 -1.45365 0.329
O -1.85501 -1.45890 0.41785 -0.462
O 1.60270 -1.17024 -0.40682 -0.429
```

The spin multiplicity is 1. The value obtained for the energy above the lowest of the compared OMol25 structures with the same formula, charge and spin is 142.5 kcal/mol. The calculation puts the LUMO energy at 0.019 hartree. The total energy is -10407.2285 eV. The total charge is 0.